#A
ORCA calculation (ωB97M-V/def2-TZVPD) on an isolated ion of composition C2H5N2O and charge +1.

The geometry in XYZ format:
```
10
Properties=species:S:1:pos:R:3
C -0.25 -1.47 1.23
N -0.07 -0.27 0.95
C 0.28 0.35 -0.22
N -0.66 1.15 -0.85
O 1.48 0.15 -0.66
H -0.24 -1.89 2.23
H -0.40 -2.22 0.48
H -1.41 1.56 -0.25
H -0.49 1.83 -1.61
H 1.76 0.81 -1.30
```

Output
SMILES string: C=NC(=[NH2+])O
HOMO-LUMO gap (eV): 11.19
Charge: +1

---

#B
ORCA calculation (ωB97M-V/def2-TZVPD) on a 2-piece molecular cluster, C2H5N2O overall.

The geometry in XYZ format:
```
10
Properties=species:S:1:pos:R:3
C 1.21 1.03 0.29
C -1.55 -0.57 0.45
N 2.13 0.36 0.11
N -0.90 0.22 -0.33
O 2.73 -0.62 -0.25
H 0.80 2.00 0.47
H -2.56 -0.71 0.68
H 3.32 -1.15 0.31
H -0.76 -1.22 0.98
H -1.45 0.96 -0.74
```

Output
HOMO-LUMO gap (eV): 10.47
Charge: +1

---

What should be chosen as the least stable of them? Choose #B.

---

#A
ORCA calculation (ωB97M-V/def2-TZVPD) on an isolated ion of composition C2H5N2O and charge +1.

The geometry in XYZ format:
```
10
Properties=species:S:1:pos:R:3
C -0.53 1.44 0.07
N 0.39 0.20 0.01
C -0.02 -0.98 -0.36
N 0.50 -2.10 0.32
O 1.40 -2.85 0.08
H -1.43 1.08 0.64
H -0.80 1.87 -0.94
H 0.01 2.21 0.69
H 1.42 0.32 0.30
H -0.94 -1.18 -0.81
```

Output
SMILES string: C/[NH+]=C/N=O
HOMO-LUMO gap (alpha / beta) (eV): 9.02 / 9.02
Charge: +1

---

#B
ORCA calculation (ωB97M-V/def2-TZVPD) on an isolated ion of composition C2H5N2O and charge +1.

The geometry in XYZ format:
```
10
Properties=species:S:1:pos:R:3
C 0.14 0.75 -0.84
N 0.30 0.77 0.45
C 0.00 -0.65 0.95
O -0.50 -1.27 -0.24
N -0.39 -0.35 -1.27
H 0.41 1.63 -1.33
H 0.94 1.27 1.06
H 0.83 -1.09 1.46
H -0.78 -0.53 1.88
H -0.95 -0.53 -2.11
```

Output
SMILES string: C1=[NH+]CON1
HOMO-LUMO gap (eV): 10.68
Charge: +1

---

#C
ORCA calculation (ωB97M-V/def2-TZVPD) on an isolated ion of composition C2H5N2O and charge +1.

The geometry in XYZ format:
```
10
Properties=species:S:1:pos:R:3
C 0.27 -0.20 0.50
C -0.64 0.36 -0.59
N -1.85 0.70 -0.11
N -2.70 1.10 0.48
O -3.62 1.56 1.03
H 0.51 -1.16 0.26
H 1.23 0.29 0.54
H -0.26 -0.03 1.44
H -0.76 -0.51 -1.32
H -0.31 1.20 -1.25
```

Output
SMILES string: CCN=[N+]=O
HOMO-LUMO gap (eV): 12.10
Charge: +1

---

What should be chosen as the least stable of them? Choose #C.